# C24H44N5O3

3 unconnected molecules or ions with the total composition C24H44N5O3 at a distorted geometry (wB97M-V/def2-TZVPD, the OMol25 dataset).

total charge	0
HOMO (alpha / beta)	-8.1198 / -9.3206	eV
<S²>	0.754
molecular weight	450.6	g mol⁻¹
max |F|	1.8	eV/A
orbital gap (alpha / beta)	8.55 / 9.74	eV
LUMO (alpha / beta)	0.428 / 0.424	eV
2S+1	2

XYZ file:
```
76
Properties=species:S:1:pos:R:3:forces:R:3:mulliken_charge:R:1
C 3.589820 -2.676428 3.552758 -0.591 -0.069 -0.260 -1.143
N 2.850282 -1.990382 2.458517 -0.140 -0.404 0.258 0.676
C 3.502633 -2.341083 1.189933 0.445 0.046 0.011 -1.133
C 1.489682 -2.491411 2.514142 -0.502 -1.554 -0.287 -0.569
O 1.233554 -3.683435 2.396436 0.498 1.623 0.084 -0.557
C 0.398173 -1.495531 2.812513 0.220 -0.249 0.329 -1.022
C -0.260394 -0.756232 1.621891 -0.447 0.041 -0.527 3.819
C 0.058858 0.759521 1.604891 0.452 -0.281 0.977 -2.313
C 1.454689 1.210926 2.024401 0.067 -0.077 -0.378 -1.155
C 2.592504 0.755678 1.132561 0.346 -0.135 -0.582 0.259
N 3.894499 0.583320 1.739708 -0.347 0.568 0.109 -0.562
O 2.464364 0.611689 -0.064439 -0.062 0.237 0.773 -0.507
C 0.043790 -1.335655 0.220428 -0.568 0.223 0.337 -2.667
C -0.762535 -2.570478 -0.259318 1.609 -0.619 -0.591 1.948
C -1.478176 -2.263897 -1.593021 -0.447 -0.182 0.122 -1.811
C 0.240278 -3.716255 -0.573033 0.047 -0.028 0.051 -1.599
N -1.702327 -3.086696 0.748139 -0.886 0.945 -0.864 0.715
O -2.388093 -4.084833 0.343440 0.263 -0.383 0.325 -0.696
C -2.515220 -2.121671 1.521393 -0.607 -0.076 1.307 2.082
C -3.846940 -1.765649 0.851296 0.041 0.281 0.219 -2.087
C -2.903799 -2.846085 2.832068 0.319 0.105 -0.050 -1.684
C -1.792269 -0.807408 1.855634 0.901 0.080 -0.541 -2.988
H 2.926092 -2.819092 4.401804 0.062 0.219 0.236 0.345
H 3.876333 -3.678759 3.233531 0.208 -0.077 0.017 0.407
H 4.456182 -2.092294 3.840649 0.170 0.053 -0.004 0.341
H 4.573480 -2.221820 1.337021 0.085 0.080 -0.006 0.424
H 3.236751 -1.652705 0.393898 -0.186 -0.118 -0.085 0.231
H 3.331398 -3.382600 0.912106 -0.167 -0.069 -0.048 0.425
H -0.366538 -2.064202 3.329165 -0.089 -0.181 -0.012 0.614
H 0.791500 -0.797303 3.552482 -0.010 0.190 -0.090 0.542
H -0.628035 1.215568 2.315627 -0.036 0.227 0.037 0.683
H -0.170790 1.199727 0.643882 -0.108 -0.184 -0.233 0.264
H 1.468223 2.302353 1.942554 0.073 0.134 0.043 0.628
H 1.692683 1.007828 3.064507 -0.062 -0.169 0.093 0.577
H 3.755823 0.149037 2.647735 -0.078 -0.112 -0.025 0.192
H 4.226992 1.522317 1.957173 0.277 0.006 -0.247 0.341
H -0.179360 -0.533197 -0.476588 -0.004 0.150 -0.039 0.831
H 1.109025 -1.505551 0.105660 0.053 -0.138 -0.040 0.277
H -2.508487 -1.947816 -1.456051 -0.012 0.223 0.048 0.296
H -0.940354 -1.506674 -2.156515 0.115 0.098 0.000 0.494
H -1.512467 -3.157614 -2.207521 -0.120 -0.144 -0.008 0.427
H -0.164383 -4.681583 -0.286598 -0.147 -0.048 0.000 0.377
H 1.190870 -3.585976 -0.070882 0.019 -0.034 0.184 0.205
H 0.450211 -3.756070 -1.638468 0.026 0.078 -0.133 0.433
H -4.413767 -1.209874 1.598773 -0.090 0.070 0.044 0.484
H -3.729006 -1.088065 0.010478 -0.006 -0.125 -0.242 0.450
H -4.427536 -2.646722 0.604241 0.081 -0.137 -0.256 0.416
H -3.720296 -3.539441 2.664073 0.007 -0.194 -0.022 0.395
H -2.052412 -3.382514 3.244564 0.038 -0.175 -0.012 0.463
H -3.211518 -2.111787 3.571952 -0.194 0.070 0.033 0.389
H -2.215219 0.014504 1.278006 -0.171 -0.023 -0.146 0.472
H -1.936529 -0.549825 2.901591 -0.265 0.048 0.106 0.387
C -1.427379 5.503283 -1.769906 -0.135 0.131 0.295 -0.978
C -0.162338 5.523995 -0.923526 -0.129 0.123 -0.118 -0.734
C 0.161737 4.148227 -0.332779 -0.040 0.135 -0.006 -0.090
C -0.913847 3.669544 0.538334 -0.228 -0.072 0.206 0.419
N -1.758095 3.292914 1.223650 0.174 0.231 -0.212 -0.559
H -2.304514 5.246869 -1.171321 0.046 -0.007 0.048 0.405
H -1.607770 6.480924 -2.214696 0.021 -0.019 -0.062 0.368
H -1.336118 4.783230 -2.572166 -0.018 -0.068 -0.120 -0.004
H -0.265526 6.256725 -0.120746 0.052 -0.050 0.053 0.332
H 0.680795 5.840796 -1.539288 0.043 -0.059 0.024 0.400
H 1.084226 4.181716 0.248284 0.019 -0.047 0.002 0.358
H 0.300360 3.419828 -1.134367 0.032 -0.045 0.015 0.204
C 0.930437 1.355349 -5.157933 -0.013 -0.013 0.039 -1.291
C -0.507105 1.351917 -4.651402 0.182 -0.068 -0.020 -0.040
C -1.372266 2.443193 -5.294669 0.083 -0.088 0.192 -0.443
C -0.840824 3.777119 -5.007710 -0.029 0.078 -0.185 0.262
N -0.412142 4.818384 -4.782098 0.061 -0.090 -0.067 -0.490
H 1.436018 2.291061 -4.915752 -0.024 0.025 -0.027 0.359
H 1.498803 0.547434 -4.698131 0.001 -0.009 -0.011 0.350
H 0.965588 1.219431 -6.240337 0.007 0.006 -0.008 0.338
H -0.510028 1.480262 -3.566663 -0.067 0.006 0.003 0.057
H -0.963475 0.382663 -4.858317 -0.083 0.033 0.004 0.298
H -2.392948 2.393495 -4.914110 -0.032 0.034 -0.038 0.297
H -1.411708 2.314598 -6.377070 -0.002 0.019 -0.022 0.367
```
Forces are in eV/Å.